1) Formula: C4H5NS
Source: the OMol25 dataset
Level of theory: ωB97M-V/def2-TZVPD

Values from the calculation:
Lowest unoccupied orbital energy, eV: 0.3
Gap between HOMO and LUMO, Eh: 0.3255

```
! RIJCOSX wB97M-V def2-TZVPD def2/J DEFGRID3
* xyz 0 1
C 1.29 -0.45 1.46
C 0.28 0.24 1.01
C 1.35 -0.08 -0.02
C -2.23 0.66 -0.23
N -1.44 2.10 0.07
S -1.30 1.08 1.26
H 2.05 -0.80 2.13
H 1.94 0.72 -0.24
H 1.35 -0.68 -1.00
H -3.31 0.71 0.02
H -1.91 -0.12 -0.93
*
```



2) Formula: C4H5NS
Source: the OMol25 dataset
Level of theory: ωB97M-V/def2-TZVPD

Values from the calculation:
Lowest unoccupied orbital energy, eV: -1.5
Gap between HOMO and LUMO, Eh: 0.2826

```
! RIJCOSX wB97M-V def2-TZVPD def2/J DEFGRID3
* xyz 0 1
C -0.53 -1.19 1.62
C 0.06 1.93 -0.65
C 1.31 1.51 -0.52
C -0.63 -1.85 0.42
N -0.03 -0.66 2.50
S -1.67 -3.05 0.09
H -0.46 2.39 0.05
H -0.36 1.78 -1.58
H 1.82 1.02 -1.21
H 1.72 1.63 0.43
H -1.24 -3.52 -1.15
*
```



3) Formula: C4H5NS
Source: the OMol25 dataset
Level of theory: ωB97M-V/def2-TZVPD

Values from the calculation:
Lowest unoccupied orbital energy (alpha / beta), eV: -0.3 / -0.3
Gap between HOMO and LUMO (alpha / beta), Eh: 0.2836 / 0.2900

```
! RIJCOSX wB97M-V def2-TZVPD def2/J DEFGRID3
* xyz 0 1
C 1.04 1.00 -0.88
C 0.35 -1.32 -0.35
C -0.55 0.66 0.72
C -0.06 0.17 -0.41
N 1.74 -1.20 0.22
S 2.16 0.29 0.16
H 1.06 2.00 -1.13
H -0.33 -1.77 0.34
H 0.36 -2.19 -1.15
H -0.43 1.67 0.97
H -0.99 -0.03 1.51
*
```



2) (20.2 kJ/mol below the next structure)